Record 1
A 3-piece molecular cluster, C5H15NO3S overall, computed with ωB97M-V/def2-TZVPD.

Values from the calculation:
SMILES: CN[C@H](C=O)CCS.O.O
Maximum force, eV Å⁻¹: 0.63
Highest occupied orbital energy, eV: -9.0
Calculated total energy, Ha: -878.15344
Relative energy (zero: lowest compared OMol25 entry of this formula, charge and spin), kcal/mol: 25.96

Atoms and positions in Å:
1 C -2.4662 -0.6953 0.9884
2 N -1.0243 -0.4875 1.1440
3 C -0.3283 -0.1517 -0.1023
4 C -0.2376 -1.3707 -1.0130
5 O -1.1785 -1.7698 -1.6540
6 C 1.0634 0.3961 0.2133
7 C 1.8209 0.8646 -1.0211
8 S 1.1515 2.3693 -1.7925
9 H -2.9336 0.2475 0.6976
10 H -2.7234 -1.4153 0.2097
11 H -2.8721 -1.0216 1.9446
12 H -0.5974 -1.3300 1.5200
13 H -0.8874 0.6349 -0.6102
14 H 0.7329 -1.8999 -1.0243
15 H 1.6551 -0.3797 0.7196
16 H 0.9460 1.2108 0.9253
17 H 1.8851 0.0871 -1.7818
18 H 2.8486 1.1072 -0.7577
19 H 0.1467 1.8023 -2.4736
20 O -0.6801 1.9490 2.7928
21 H -1.0502 2.6009 2.1915
22 H -0.8110 1.0874 2.3551
23 O 0.7586 -3.0851 1.2914
24 H 0.3729 -3.9411 1.0742
25 H 1.4626 -3.2781 1.9186

Record 2
A 3-piece molecular cluster, C5H15NO4 overall in a non-equilibrium geometry, computed with ωB97M-V/def2-TZVPD.

Values from the calculation:
SMILES: NC(=O)CCCCO.O.O
Maximum force, eV Å⁻¹: 2.73
Highest occupied orbital energy, eV: -10.3
Calculated total energy, Ha: -555.22758
Relative energy (zero: lowest compared OMol25 entry of this formula, charge and spin), kcal/mol: 14.36

Atoms and positions in Å:
1 N 0.5453 2.2087 -1.2917
2 C 0.2725 1.0644 -0.6279
3 O -0.4002 1.0332 0.3886
4 C 0.9557 -0.1670 -1.1843
5 C -0.0020 -1.2991 -1.5147
6 C -0.7456 -1.9301 -0.2780
7 C 0.1695 -2.2726 0.8422
8 O 1.0112 -3.3873 0.5939
9 H 0.9520 2.1292 -2.2073
10 H 0.2246 3.1037 -0.9558
11 H 1.7442 -0.4673 -0.5031
12 H 1.4622 0.0391 -2.1392
13 H -0.8473 -1.0042 -2.1456
14 H 0.4480 -2.0364 -2.1918
15 H -1.2867 -2.8333 -0.5768
16 H -1.5868 -1.2510 -0.1459
17 H -0.3337 -2.4763 1.8033
18 H 0.7840 -1.4535 1.2579
19 H 1.3575 -3.3088 -0.2863
20 O 0.4548 2.4733 2.6236
21 H 0.2198 1.6418 2.1665
22 H 0.9828 2.9226 1.9495
23 O -2.4544 2.6263 1.4040
24 H -2.1127 1.8759 0.9100
25 H -1.8146 2.7688 2.1090

Record 3
A 2-piece molecular cluster, C5H15NOS overall in a non-equilibrium geometry, computed with ωB97M-V/def2-TZVPD.

Values from the calculation:
SMILES: CCN[C@@H](C)CS.O
Maximum force, eV Å⁻¹: 1.33
Highest occupied orbital energy, eV: -8.4
Calculated total energy, Ha: -727.66044
Relative energy (zero: lowest compared OMol25 entry of this formula, charge and spin), kcal/mol: 15.86

Atoms and positions in Å:
1 C -2.2786 0.5135 -0.7847
2 C -0.8911 0.3360 -1.4110
3 N 0.1719 0.2720 -0.4246
4 C 1.0800 -0.8250 -0.4433
5 C 2.4177 -0.4730 -1.1168
6 C 1.4146 -1.3982 0.9635
7 S 0.0005 -1.4395 2.1060
8 H -2.3097 -0.0886 0.1069
9 H -2.4717 1.5369 -0.4218
10 H -3.0309 0.2922 -1.5315
11 H -0.7078 1.0863 -2.1944
12 H -0.9346 -0.6163 -1.9257
13 H 0.6061 1.1648 -0.2574
14 H 0.6232 -1.6309 -1.0225
15 H 2.8403 0.4106 -0.6485
16 H 3.1536 -1.2759 -1.0437
17 H 2.2742 -0.2013 -2.1625
18 H 1.7302 -2.4357 0.8200
19 H 2.2567 -0.9006 1.4396
20 H 0.0743 -0.1262 2.3408
21 O -2.1116 1.9396 2.1756
22 H -2.6982 1.8449 2.9277
23 H -1.2094 2.0142 2.5084

Record 4
A 2-piece molecular cluster, C5H15NOS overall in a non-equilibrium geometry, computed with ωB97M-V/def2-TZVPD.

Values from the calculation:
SMILES: CNCCCCS.O
Maximum force, eV Å⁻¹: 4.60
Highest occupied orbital energy, eV: -8.5
Calculated total energy, Ha: -727.59265
Relative energy (zero: lowest compared OMol25 entry of this formula, charge and spin), kcal/mol: 58.40

Atoms and positions in Å:
1 C -0.5772 1.7410 1.0965
2 N 0.8287 2.0356 0.6944
3 C 1.3528 0.9542 -0.3953
4 C 1.8350 -0.2890 0.2692
5 C 0.7556 -1.3419 0.5501
6 C -0.3282 -1.5120 -0.6721
7 S -0.2513 -2.9187 -1.7299
8 H -0.6816 0.9054 1.7704
9 H -1.0767 2.5435 1.6714
10 H -1.2215 1.4980 0.1609
11 H 1.4876 2.0676 1.4049
12 H 0.4765 0.9814 -1.0597
13 H 2.2726 1.2743 -0.8066
14 H 2.2939 -0.1140 1.1710
15 H 2.6222 -0.6863 -0.3842
16 H 1.2490 -2.2993 0.6537
17 H 0.1298 -1.1026 1.5122
18 H -0.4517 -0.4763 -1.2050
19 H -1.2367 -1.6064 -0.1321
20 H 0.1447 -2.2919 -2.9645
21 O -2.9226 0.4008 -0.7078
22 H -3.7358 0.1625 -1.1453
23 H -2.9655 0.0740 0.2478

Record 5
A 2-piece molecular cluster, C5H15NOS overall in a non-equilibrium geometry, computed with ωB97M-V/def2-TZVPD.

Values from the calculation:
SMILES: CN(C)CCCS.O
Maximum force, eV Å⁻¹: 2.46
Highest occupied orbital energy, eV: -8.9
Calculated total energy, Ha: -727.64542
Relative energy (zero: lowest compared OMol25 entry of this formula, charge and spin), kcal/mol: 25.28

Atoms and positions in Å:
1 C -2.5124 0.1831 0.5366
2 N -1.2251 -0.5342 0.7591
3 C -1.3715 -1.7221 1.6262
4 C -0.2069 0.4008 1.2844
5 C 1.2287 -0.1050 0.9900
6 C 1.6893 -0.2323 -0.4873
7 S 1.8815 1.4727 -1.1478
8 H -3.3337 -0.4890 0.7667
9 H -2.4670 0.4639 -0.5153
10 H -2.6042 1.1183 1.0967
11 H -2.1452 -1.5026 2.3742
12 H -0.4896 -2.0386 2.1765
13 H -1.6561 -2.5192 0.9411
14 H -0.3317 0.4228 2.3749
15 H -0.2711 1.4054 0.8757
16 H 1.3186 -1.1261 1.3692
17 H 1.9438 0.4790 1.5714
18 H 0.9641 -0.8040 -1.0303
19 H 2.6808 -0.6733 -0.4397
20 H 0.6478 1.8153 -0.8535
21 O -0.9321 -0.6822 -2.2941
22 H -0.0443 -0.9500 -2.5301
23 H -1.0592 -0.9730 -1.3822

Record 6
A 2-piece molecular cluster, C5H15NS overall in a non-equilibrium geometry, computed with ωB97M-V/def2-TZVPD.

Values from the calculation:
SMILES: CCCS.CCN
Maximum force, eV Å⁻¹: 1.43
Highest occupied orbital energy, eV: -8.1
Calculated total energy, Ha: -652.41585
Relative energy (zero: lowest compared OMol25 entry of this formula, charge and spin), kcal/mol: 10.41

Atoms and positions in Å:
1 C 0.7422 1.6807 -0.1313
2 C -0.5581 2.3971 -0.4638
3 C -1.8925 1.7085 -0.2053
4 S -2.1589 0.2276 -1.2366
5 H 0.7637 1.3953 0.9308
6 H 1.5772 2.3724 -0.2677
7 H 0.7977 0.8028 -0.7541
8 H -0.6259 3.3991 -0.0230
9 H -0.5352 2.6064 -1.5433
10 H -2.7077 2.3996 -0.3595
11 H -2.0005 1.3956 0.8475
12 H -1.1574 -0.6103 -0.6504
13 C 1.8780 -1.8314 0.0835
14 C 0.4895 -2.4333 0.2555
15 N -0.5589 -1.4666 0.6590
16 H 2.6278 -2.6255 0.1509
17 H 1.9800 -1.3295 -0.8832
18 H 2.1516 -1.1155 0.8646
19 H 0.1877 -2.9139 -0.6836
20 H 0.5298 -3.2501 1.0000
21 H -0.2008 -0.8175 1.3502
22 H -1.3293 -1.9914 1.0597

Number 1: LUMO level 0.20 eV. Number 2: LUMO level 0.33 eV. Number 3: LUMO level 0.64 eV. Number 4: LUMO level 0.57 eV. Number 5: LUMO level 0.83 eV. Number 6: LUMO level 0.87 eV.